<1>
C2H8NOS | ωB97M-V/def2-TZVPD

Cartesian coordinates (Å):
C 2.1345 -1.3995 -0.5335
C -3.3962 1.0030 -0.0025
N 1.2016 0.7788 0.8447
O -0.3555 -1.0391 0.0021
S 0.7113 -0.2268 -0.4803
H 2.3860 -1.4606 0.4910
H 3.0945 -1.0235 -0.9500
H 1.7891 -2.3256 -1.0892
H -4.2515 0.5021 0.3714
H -2.3564 0.8331 0.1865
H -3.7670 1.8428 -0.7100
H 0.5663 1.5643 0.8845
H 2.2432 0.9509 0.9853

Summary:
gap between HOMO and LUMO (spin up / spin down) = 0.3626 / 0.1268 hartree
net charge = +1
HOMO level (spin up / spin down) = -14.92 / -12.31 eV

---

<2>
C2H8NOS | ωB97M-V/def2-TZVPD

Cartesian coordinates (Å):
C -0.1728 1.5386 -0.5503
S 0.4602 0.0651 0.1401
C 0.0592 -1.4104 -0.8553
N -0.3221 -0.2037 1.6036
O 1.8195 0.3570 0.3724
H -0.6362 2.0471 0.3538
H -1.0190 1.3821 -1.1934
H 0.5630 2.0937 -0.9835
H 0.5050 -1.2965 -1.8944
H -1.0261 -1.4622 -0.9564
H 0.4766 -2.3483 -0.4484
H -0.5583 -1.1209 1.9721
H -0.1489 0.3584 2.4397

Summary:
SMILES = CS(C)(=[NH2+])=O
gap between HOMO and LUMO = 0.4665 hartree
net charge = +1
HOMO level = -16.00 eV

---

Which of them is the most stable? Correct choice: <2>.

---

<1>
F3HN2O2S | ωB97M-V/def2-TZVPD

Cartesian coordinates (Å):
N 1.3922 0.4662 0.3916
N -0.2056 0.8365 3.6924
O -1.8218 0.8143 1.4324
O -1.3969 -1.3785 2.5726
F 0.3215 1.0646 -0.3610
F 0.2117 2.0271 3.0794
F 0.9873 0.1905 3.8022
S -0.9785 -0.1001 2.1217
H 1.6120 -0.4593 0.1681

Summary:
gap between HOMO and LUMO (spin up / spin down) = 0.2145 / 0.2145 hartree
HOMO level (spin up / spin down) = -9.75 / -9.75 eV

---

<2>
F3HN2O2S | ωB97M-V/def2-TZVPD

Cartesian coordinates (Å):
N 0.8910 1.4485 -0.6914
N -1.7407 -1.3254 0.8395
O -1.3169 -0.0553 0.7736
O 2.8209 1.4922 0.8737
F 0.5097 1.1165 -1.9369
F -0.5619 -2.1277 0.7034
F -2.5244 -1.6825 -0.3234
S 2.4228 0.9934 -0.4504
H -0.5006 0.1403 0.2120

Summary:
gap between HOMO and LUMO (spin up / spin down) = 0.3365 / 0.3365 hartree
HOMO level (spin up / spin down) = -11.45 / -11.45 eV

---

<3>
F3HN2O2S | ωB97M-V/def2-TZVPD

Cartesian coordinates (Å):
O -1.2477 -1.4694 -1.3987
S -1.3934 -0.7181 -0.1992
O -1.4716 -1.3241 1.1105
N -0.0262 0.4362 -0.1380
F 0.1356 0.9923 -1.4037
N -3.0735 0.5917 -0.3422
F -2.8916 1.2378 0.8172
F -4.1438 -0.1940 -0.1278
H 0.6834 -0.2306 -0.1783

Summary:
SMILES = O=S(=O)(NF)N(F)F
gap between HOMO and LUMO (spin up / spin down) = 0.3565 / 0.3565 hartree
HOMO level (spin up / spin down) = -10.95 / -10.95 eV

---

Which of them is the most stable? Correct choice: <3>.

---

<1>
ClH4NSi | ωB97M-V/def2-TZVPD

Cartesian coordinates (Å):
N 0.8568 0.6370 0.0941
Si -0.2919 -0.6505 -0.0455
Cl -2.2750 -0.0352 0.1706
H 0.6408 1.4375 0.7940
H 1.1172 1.0990 -0.7746
H 0.2605 -1.2567 1.2548
H -0.3082 -1.2310 -1.4934

Summary:
SMILES = N[SiH2]Cl
gap between HOMO and LUMO = 0.4043 hartree
HOMO level = -10.16 eV

---

<2>
ClH4NSi | ωB97M-V/def2-TZVPD

Cartesian coordinates (Å):
N 0.0010 0.5117 -0.3241
Si -1.2458 -0.3971 0.0676
H 0.0891 1.4781 -0.2888
H -2.7241 -0.4511 0.3946
H -1.0163 -1.7459 0.5521
Cl 3.0392 0.2337 0.0275
H 1.8570 0.3706 -0.4289

Summary:
SMILES = N=[SiH2].Cl
gap between HOMO and LUMO = 0.3591 hartree
HOMO level = -10.32 eV

---

Which of them is the most stable? Correct choice: <1>.

---

<1>
C7H11NO2S | ωB97M-V/def2-TZVPD

Cartesian coordinates (Å):
C 2.7271 -0.1494 1.5263
C 2.9368 0.5688 0.3566
C 1.4462 -0.7208 1.3811
C 1.7884 0.4047 -0.3884
C -1.8461 0.4500 0.5421
C -1.7464 0.0404 -0.9765
C -1.1780 -1.2821 -1.2086
N 0.8990 -0.3506 0.2158
O 0.7587 -1.4857 2.2685
O 1.5538 0.7465 -1.6802
S -0.0484 -1.8164 -2.4083
H 3.2630 -0.3885 2.4908
H 3.9251 0.9655 0.0958
H -2.7158 1.1377 0.4098
H -2.1404 -0.3387 1.2415
H -1.0000 0.9244 0.9592
H -2.7847 0.0057 -1.5243
H -1.1012 0.8541 -1.5812
H -1.7126 -2.0355 -0.6897
H 1.3375 -2.1009 2.7926
H 2.2706 1.2220 -2.0001
H 0.1780 -0.6444 -3.0054

Summary:
gap between HOMO and LUMO (spin up / spin down) = 0.1690 / 0.1293 hartree
HOMO level (spin up / spin down) = -5.86 / -5.42 eV

---

<2>
C7H11NO2S | ωB97M-V/def2-TZVPD

Cartesian coordinates (Å):
C -2.4215 0.1133 2.0266
C -2.6127 -1.1610 1.8987
C -1.3593 0.6128 1.0345
C 0.7114 -0.4331 -2.1671
C 1.3761 1.7742 -1.1948
C 2.1421 -0.3455 -0.1652
C 1.3354 0.4625 -1.1423
N -0.9219 -0.3202 0.2859
O -1.0086 1.8388 0.9521
O -0.5726 -2.5991 1.2572
S -1.6302 -1.8277 0.5670
H -2.7277 0.8700 2.7211
H -3.1243 -1.7730 2.6612
H 0.0606 -1.0392 -1.5344
H 0.3686 -0.0278 -3.0266
H 1.4611 -1.2357 -2.3342
H 0.8231 2.2797 -2.0028
H 1.7477 2.3439 -0.4569
H -0.6205 2.0603 0.1649
H 1.6920 -1.3431 0.0276
H 3.1927 -0.2293 -0.4564
H 2.0885 -0.0206 0.8838

Summary:
gap between HOMO and LUMO = 0.3380 hartree
HOMO level = -9.29 eV

---

Which of them is the most stable? Correct choice: <2>.

---

<1>
C7H11NO2S | ωB97M-V/def2-TZVPD

Cartesian coordinates (Å):
C 2.7252 -1.1972 -0.3226
C 2.9835 0.1931 -0.6016
C 1.4156 -1.2687 0.0555
C 1.7541 0.8808 -0.5361
C -1.4300 -0.4637 1.1496
C -1.3245 1.5009 -0.4646
C -1.1224 0.0377 -0.1912
N 0.7934 -0.0388 -0.1192
O 0.6611 -2.4222 0.2752
O 1.7214 2.2314 -0.6768
S -1.8507 -1.0524 -1.4800
H 3.5354 -2.0022 -0.3440
H 3.9012 0.6562 -1.1241
H -1.2406 0.2927 1.8469
H -0.9577 -1.3632 1.4415
H -2.5399 -0.6257 1.3616
H -0.8648 1.6168 -1.4421
H -0.6712 2.0458 0.3258
H -2.3427 1.7140 -0.5605
H 0.6160 -2.9765 -0.5265
H 2.5941 2.6481 -0.6410
H -1.4624 -2.0575 -0.7849

Summary:
gap between HOMO and LUMO = 0.2834 hartree
HOMO level = -7.17 eV

---

<2>
C7H11NO2S | ωB97M-V/def2-TZVPD

Cartesian coordinates (Å):
C 0.6161 1.5807 0.0229
C -0.6350 1.2921 -0.0844
C -2.0286 0.8627 0.1099
C 1.6849 0.6241 -0.4179
C -0.6456 -0.9955 -0.6342
C -1.8266 -0.6543 0.3014
C 3.0011 0.7571 0.3078
N -3.0365 -1.4084 0.0823
O 0.9371 -1.1685 1.4218
O 1.7878 -2.0183 -0.7364
S 0.9800 -1.0674 -0.0141
H 0.9677 2.5227 0.4329
H -2.5139 1.3820 0.9428
H -2.6165 1.0396 -0.7926
H 1.8157 0.6289 -1.5013
H -0.7699 -1.0791 -1.6959
H -1.4751 -0.8490 1.3192
H 2.8354 0.6198 1.3746
H 3.4693 1.7242 0.1314
H 3.6709 -0.0273 -0.0370
H -2.9190 -2.3738 0.3645
H -3.2992 -1.3922 -0.8977

Summary:
gap between HOMO and LUMO (spin up / spin down) = 0.2694 / 0.3111 hartree
HOMO level (spin up / spin down) = -8.22 / -8.76 eV

---

Which of them is the most stable? Correct choice: <1>.

---

<1>
C6H13NO | ωB97M-V/def2-TZVPD

Cartesian coordinates (Å):
C -0.3068 -1.3860 -0.0130
C 0.9169 -1.3432 -0.9798
C 0.4365 -1.5625 -2.4418
C -0.8127 -0.1989 0.8827
N -0.1683 0.9673 1.2308
C 0.7778 1.6526 0.3794
C -1.0403 1.8394 2.0509
O -1.9070 -0.4641 1.3501
H -1.1887 -1.6134 -0.6017
H -0.1247 -2.2628 0.6148
H 1.5624 -0.4845 -0.9419
H 1.5753 -2.1628 -0.7279
H -0.0841 -0.7336 -2.9107
H 1.3233 -1.7731 -3.0349
H -0.2794 -2.3902 -2.4496
H 0.3191 2.1099 -0.4931
H 1.1929 2.4543 1.0241
H 1.7331 1.1707 0.2368
H -1.1440 2.8826 1.7584
H -2.0888 1.5207 1.9809
H -0.6923 1.7775 3.0857

Summary:
multiplicity = 2
gap between HOMO and LUMO (spin up / spin down) = 0.4338 / 0.2491 hartree
net charge = +1
HOMO level (spin up / spin down) = -15.61 / -15.41 eV
<S²> = 0.756

---

<2>
C6H13NO | ωB97M-V/def2-TZVPD

Cartesian coordinates (Å):
C 2.7323 -2.3262 0.1104
N 1.9569 -1.3688 0.7947
C 0.8226 -0.8171 0.1189
C 0.3629 0.4952 0.4235
C -0.5962 1.0984 -0.4834
C -1.4451 0.4640 -1.2906
C -2.4179 1.3432 -2.0913
H 2.1999 -3.3512 0.4643
H 3.7427 -2.5778 0.3662
H 2.6606 -2.3260 -1.0352
H 2.5493 -0.7652 1.3750
H 0.4145 -1.4069 -0.6346
H 0.8218 0.8649 1.3825
H -0.6700 2.2266 -0.3804
H -1.7798 -0.5704 -1.4023
H -2.9862 2.1271 -1.4844
H -1.7205 1.8888 -2.6992
H -3.1326 0.5611 -2.4887
H -1.7338 1.6490 3.4950
H -0.7466 0.9724 2.6268
O -1.0349 1.8188 2.8331

Summary:
multiplicity = 2
gap between HOMO and LUMO (spin up / spin down) = 0.3232 / 0.2781 hartree
net charge = +1
HOMO level (spin up / spin down) = -13.06 / -14.18 eV
<S²> = 0.784

---

Which of them is the most stable? Correct choice: <1>.

---

<1>
C2H4FNS2 | ωB97M-V/def2-TZVPD

Cartesian coordinates (Å):
F -0.1166 1.5227 1.9533
C 0.0843 0.0367 1.9439
C 0.0132 -0.3318 0.3723
S 0.5600 -1.8575 -0.1098
N -0.2798 0.7574 -0.2590
S -0.3718 0.7517 -1.9532
H -0.7641 -0.3775 2.6653
H 1.0756 -0.1029 2.2860
H -0.2901 1.5937 0.2485
H -0.6084 -0.6567 -1.8557

Summary:
SMILES = FCC(=S)NS
gap between HOMO and LUMO = 0.3408 hartree
HOMO level = -8.81 eV

---

<2>
C2H4FNS2 | ωB97M-V/def2-TZVPD

Cartesian coordinates (Å):
F 0.6002 -0.8580 1.8534
C 0.2830 -1.2668 0.5596
C -0.1114 -0.1576 -0.3339
S -0.4465 -0.4971 -1.9234
N -0.0773 1.0363 0.2539
S -0.5929 2.5340 -0.5780
H 1.1237 -1.7771 0.1186
H -0.5627 -1.9807 0.5973
H 0.2819 1.0716 1.1927
H -0.4980 1.8955 -1.7404

Summary:
SMILES = FCC(=S)NS
gap between HOMO and LUMO = 0.3398 hartree
HOMO level = -8.93 eV

---

Which of them is the most stable? Correct choice: <2>.